This record from the OMol25 dataset describes a molecular structure, C20H37CrF3NO15 at a distorted geometry. The level of theory is ωB97M-V with the def2-TZVPD basis set.

The value obtained for the gap between HOMO and LUMO (alpha / beta) is 5.84 / 6.36 eV. Its multiplicity is 9. As for the charge: +1.

Geometry (Å):
Cr 2.19800 -3.84947 0.35658
C 0.67408 0.42692 0.36218
C 0.45187 -0.95719 0.92701
O 1.17272 -1.93310 0.25502
H 0.11194 0.28269 -0.57461
H 1.66676 0.75042 0.07204
H 0.10163 1.21315 0.84651
H -0.58590 -1.30578 0.99706
H 0.79540 -1.06554 1.97720
C -4.86423 -2.39000 -2.55871
C -5.56367 -1.75472 -1.35491
O -4.64712 -1.46775 -0.30514
C -4.12340 -2.45788 0.48314
O -4.45525 -3.70456 0.25862
C -3.10628 -2.07307 1.48806
F -2.27654 -3.10064 1.75921
F -2.35583 -1.03291 1.14319
F -3.69169 -1.78117 2.66888
H -4.52504 -3.37882 -2.24715
H -3.99638 -1.80433 -2.87558
H -5.49602 -2.40204 -3.44521
H -6.34758 -2.44243 -1.03447
H -5.98303 -0.78548 -1.61411
C -0.27006 -2.34157 -2.60137
O 0.79574 -2.67045 -3.50718
C 1.71432 -3.49667 -3.03159
O 1.83615 -3.83328 -1.86310
O 2.51731 -3.82876 -3.99730
C 3.32003 -5.01107 -3.87414
H -0.07420 -2.62897 -1.56970
H -1.25301 -2.57416 -2.98998
H -0.19473 -1.25002 -2.50327
H 4.06377 -4.94906 -3.07907
H 3.83047 -5.18355 -4.81162
H 2.63641 -5.81336 -3.59907
C 7.16651 1.88734 4.51782
O 6.18403 0.87932 4.40698
C 5.22640 1.04937 3.52514
O 4.95201 2.03718 2.90492
O 4.53086 -0.09200 3.43751
C 3.82703 -0.29706 2.22828
H 8.00447 1.52562 5.10570
H 6.84424 2.80260 5.02723
H 7.46284 2.23551 3.52550
H 4.57310 -0.31190 1.42911
H 3.10238 0.49712 2.05312
H 3.34315 -1.27106 2.21349
C 0.91036 4.00457 -1.27115
O 0.23738 2.79366 -1.55919
C -0.99466 2.57901 -1.17853
O -1.71891 3.36431 -0.61678
O -1.33073 1.33238 -1.49657
C -2.65053 0.82409 -1.30270
H 1.79516 4.06032 -1.89909
H 1.25623 4.03093 -0.23578
H 0.27028 4.86939 -1.43505
H -3.17721 0.89616 -2.25494
H -3.14867 1.41687 -0.53671
H -2.54766 -0.21629 -1.02600
C -2.94023 5.08458 2.98708
O -3.83152 3.97108 3.05559
C -3.42155 2.72241 2.94334
O -4.18789 1.80894 2.84216
O -2.09512 2.60104 3.03714
C -1.63675 1.26891 2.98649
H -3.55949 5.97005 2.88288
H -2.31858 5.01641 2.09505
H -2.35249 5.13628 3.90060
H -0.56859 1.19031 3.18007
H -1.86307 0.81626 2.02173
H -2.09891 0.64748 3.75446
C 1.99013 0.86454 -3.17148
C 2.39733 0.05409 -4.32332
N 2.73843 -0.62550 -5.17751
H 2.28494 0.36690 -2.25393
H 0.90361 0.92075 -3.26660
H 2.36512 1.88268 -3.21351


This record from the OMol25 dataset describes 2 unconnected molecules or ions with the total composition C13H20N2O3PS at a distorted geometry. The level of theory is ωB97M-V with the def2-TZVPD basis set.

The value obtained for the gap between HOMO and LUMO is 6.46 eV. As for the charge: +1.

Geometry (Å):
O 2.31492 1.89804 4.20669
C 1.80815 0.80671 3.59318
C 0.28310 0.50624 3.07309
C -0.99345 1.50320 2.78968
C -2.39734 0.75480 2.29077
C -2.50688 -0.90241 2.10170
C -1.16315 -1.84879 2.38358
C 0.22425 -1.11840 2.86223
C 1.71792 -1.70121 3.21306
O 2.08570 -2.98928 3.34208
N 2.60500 -0.44837 3.30302
P 3.27871 -0.01115 1.68238
S 4.72594 1.24885 2.01278
H -0.88161 2.66249 2.94342
H -3.31930 1.44713 2.06963
H -3.52525 -1.37567 1.76869
H -1.19750 -3.02834 2.25165
H 2.21966 0.74096 1.01010
H 3.65134 -1.18458 0.93498
C -1.21463 1.47373 -1.94361
N -0.68264 0.31588 -2.78864
C -0.55060 0.80442 -4.22907
C -1.67633 -0.83260 -2.74697
C 0.72410 -0.13333 -2.30669
C 0.76691 -0.69438 -0.87304
O 0.33252 0.27373 0.07322
H -2.06039 1.92277 -2.47230
H -1.56810 1.09339 -0.98628
H -0.41534 2.21214 -1.81873
H -1.53682 1.11871 -4.58533
H -0.17467 -0.02016 -4.84200
H 0.14713 1.64669 -4.24633
H -1.82647 -1.13819 -1.70932
H -1.27391 -1.66005 -3.33866
H -2.62415 -0.48476 -3.16916
H 1.36892 0.74970 -2.38582
H 1.07322 -0.89375 -3.01267
H 1.79800 -0.96892 -0.62529
H 0.14839 -1.58924 -0.77567
H 0.31462 -0.15597 0.94966


This record from the OMol25 dataset describes 7 unconnected molecules or ions with the total composition C40H69N12O7 at a distorted geometry. The level of theory is ωB97M-V with the def2-TZVPD basis set.

The value obtained for the gap between HOMO and LUMO is 6.74 eV. As for the charge: +1.

Geometry (Å):
C 1.42078 -2.32564 4.43959
C 0.13885 -1.83998 4.64507
C -0.73279 -1.26105 3.53810
C 0.12361 -1.02362 2.34720
N 1.17622 -0.22668 2.42943
C 1.74998 -0.25852 1.23145
N 2.86593 0.43402 0.95579
N 3.41346 1.21721 1.95868
C 4.84268 1.03507 2.12035
C 5.68797 1.24920 0.85498
C 5.35391 2.52689 0.08264
C 5.61349 3.80865 0.87097
N 1.07167 -1.05969 0.38805
C 1.41469 -1.36625 -0.97671
C 1.60413 -0.30724 -1.84461
C 1.97264 -0.67040 -3.13177
C 2.12714 -2.02007 -3.41806
N 1.93107 -3.02815 -2.57572
C 1.58362 -2.69016 -1.33864
N 0.00096 -1.53121 1.11241
C -1.03738 -2.41818 0.61407
C -1.91708 -1.73027 -0.45108
O -1.67150 -1.96226 -1.60561
C -3.01513 -0.80400 -0.08855
C -3.17489 -0.23141 1.17224
C -4.21034 0.65520 1.44031
C -5.13347 0.97256 0.44839
C -4.99179 0.39168 -0.80961
C -3.94315 -0.47550 -1.08186
H 2.25447 -1.69969 4.75425
H 1.64806 -3.28129 3.96475
H -0.26649 -1.88774 5.65354
H -1.20313 -0.34766 3.88867
H -1.54178 -1.97497 3.33011
H 3.27211 0.35208 0.03367
H 3.15582 2.18848 1.84991
H 5.08806 0.07590 2.57339
H 5.15660 1.78950 2.84217
H 6.73154 1.28329 1.17149
H 5.59206 0.38220 0.19543
H 5.98835 2.54735 -0.80104
H 4.30680 2.50957 -0.22881
H 5.08015 3.84553 1.82019
H 5.23781 4.65212 0.29153
H 6.67724 3.98436 1.01288
H 1.48775 0.72485 -1.54521
H 2.14945 0.07826 -3.88708
H 2.43567 -2.28474 -4.42194
H 1.44870 -3.48135 -0.61352
H -1.66827 -2.74012 1.43465
H -0.59891 -3.29601 0.15008
H -2.47617 -0.43797 1.96978
H -4.31369 1.11468 2.41258
H -5.94670 1.65557 0.63881
H -5.69858 0.60229 -1.59944
H -3.86927 -0.90193 -2.07148
C -0.02712 -3.27794 9.25461
C 1.05337 -2.90888 8.26525
O 1.19450 -3.50136 7.20397
N 1.87863 -1.88115 8.58257
C 1.87482 -1.06307 9.77858
H -0.59583 -4.11085 8.85286
H 0.41080 -3.58099 10.20590
H -0.70337 -2.43761 9.41694
H 2.57079 -1.68056 7.87199
H 1.71944 -0.01760 9.50539
H 2.83744 -1.14877 10.28563
H 1.09002 -1.36856 10.46225
C 5.91160 -0.25024 5.47006
C 4.82695 0.37637 6.31496
O 3.68958 -0.07729 6.34935
N 5.15571 1.46811 7.04639
C 6.44026 2.14114 7.13557
H 5.49951 -1.10917 4.94857
H 6.28623 0.46012 4.73283
H 6.73337 -0.58996 6.10087
H 4.38801 1.83546 7.58669
H 6.78723 2.13309 8.16925
H 6.33372 3.17812 6.81445
H 7.18174 1.65381 6.51236
C 0.37734 5.35397 -2.18040
C 1.07511 4.16037 -2.78403
O 2.28935 4.08841 -2.87627
N 0.29578 3.13666 -3.23064
C -1.14453 2.98931 -3.20082
H 1.12801 6.07550 -1.87432
H -0.28166 5.82344 -2.91129
H -0.20281 5.05853 -1.30508
H 0.82304 2.37740 -3.63123
H -1.39613 2.09015 -2.62997
H -1.51702 2.86975 -4.21901
H -1.62879 3.84693 -2.74497
C -6.19711 1.43541 -5.66060
C -5.36110 1.99741 -4.54409
O -5.84036 2.68410 -3.65020
N -4.03202 1.72018 -4.52409
C -3.25973 0.92550 -5.46192
H -7.22892 1.73939 -5.51372
H -5.84912 1.81596 -6.62231
H -6.15088 0.34542 -5.66008
H -3.55966 2.13974 -3.74042
H -2.79112 0.08936 -4.93676
H -2.47252 1.53826 -5.90592
H -3.88897 0.53830 -6.25656
C -3.83244 3.42982 -10.35098
C -5.04213 3.03964 -9.53654
O -5.06941 2.01430 -8.86846
N -6.11330 3.86937 -9.56807
C -6.26604 5.11704 -10.29528
H -3.06819 2.66984 -10.22223
H -4.08653 3.49391 -11.40921
H -3.43509 4.38759 -10.01333
H -6.88599 3.55018 -9.00504
H -6.46383 5.92834 -9.59353
H -7.10970 5.03989 -10.98211
H -5.37187 5.35182 -10.86169
C -1.73674 -8.03572 0.62576
C -1.09921 -8.33871 -0.71107
O -0.63833 -9.43232 -0.97419
N -1.05566 -7.33010 -1.62939
C -1.54680 -5.97407 -1.49899
H -1.69403 -8.92998 1.23889
H -1.19824 -7.23576 1.13674
H -2.78145 -7.74897 0.49757
H -0.61972 -7.59739 -2.49785
H -2.29473 -5.77911 -2.26926
H -0.71375 -5.27822 -1.63760
H -1.99330 -5.80576 -0.52368


This record from the OMol25 dataset describes a single CH3OP molecule at a distorted geometry. The level of theory is ωB97M-V with the def2-TZVPD basis set.

The value obtained for the gap between HOMO and LUMO is 10.30 eV. As for the charge: 0. As for the SMILES: C1OP1.

Geometry (Å):
C 0.52448 0.27349 -0.39330
O -0.45993 1.00115 0.42625
P -1.10028 -0.52499 -0.06281
H 1.19059 -0.31130 0.26770
H -0.91284 -1.13176 1.11099
H 0.75798 0.69342 -1.34882


This record from the OMol25 dataset describes a gas-phase ion, C4H10NS (charge +1) at a distorted geometry. The level of theory is ωB97M-V with the def2-TZVPD basis set.

The value obtained for the gap between HOMO and LUMO is 9.04 eV. As for the charge: +1. As for the SMILES: CS[N+]1(C)CC1.

Geometry (Å):
C 1.07221 -0.60044 0.96209
C 1.32164 0.86492 1.08918
C 0.69777 0.50054 -1.26691
C -2.26109 -0.84651 -0.18277
N 0.35238 0.41750 0.12352
S -1.57809 0.53902 0.78642
H 1.82447 -1.09008 0.26462
H 0.39037 -1.01005 1.67871
H 0.83120 1.30221 1.91306
H 2.18066 1.55614 0.86047
H 1.75691 0.75203 -1.15461
H 0.34747 -0.35682 -1.84725
H 0.20575 1.33342 -1.84797
H -3.28517 -0.49368 -0.56627
H -2.18167 -1.81793 0.33636
H -1.67480 -1.05026 -1.14867


This record from the OMol25 dataset describes a molecular structure, CHBr2FS at a distorted geometry. The level of theory is ωB97M-V with the def2-TZVPD basis set.

The value obtained for the gap between HOMO and LUMO is 8.92 eV. As for the charge: 0.

Geometry (Å):
C 1.97585 0.05275 -0.19673
F -0.02084 1.07016 1.82418
S 0.58732 0.90065 0.10670
Br 2.07648 -1.86013 0.09414
Br 3.60947 0.95035 -0.03160
H 0.06581 -0.21485 0.16130


Number 1: DFT total energy -3311.15276 a.u.. Number 2: DFT total energy -1581.48494 a.u.. Number 3: DFT total energy -2749.02202 a.u.. Number 4: DFT total energy -456.42571 a.u.. Number 5: DFT total energy -610.98321 a.u.. Number 6: DFT total energy -5684.68390 a.u..